(1)
Density functional theory data (wB97M-V/def2-TZVPD) for 2 unconnected molecules or ions with the total composition C4H14N2O.

Each atom is followed by the atoms it is bonded to, with distances in Å.
Cartesian coordinates (Å):
1 N -3.08 -1.04 -1.37  C2 1.583, H7 1.008, H8 1.050
2 C -2.68 0.04 -0.28  N1 1.583, C3 1.537, H9 1.097, H10 1.086
3 C -1.28 0.63 -0.53  C2 1.537, C4 1.661, H11 1.110, H12 1.070
4 C -0.22 0.11 0.64  C3 1.661, C5 1.519, H13 1.085, H14 1.066
5 C 1.12 -0.09 -0.05  C4 1.519, N6 1.506, H15 1.093, H16 1.085
6 N 2.00 -0.49 1.11  C5 1.506, H17 1.012, H18 1.026
7 H -3.95 -0.74 -1.80  N1 1.008
8 H -2.31 -1.32 -2.02  N1 1.050
9 H -3.47 0.72 -0.60  C2 1.097
10 H -2.79 -0.42 0.70  C2 1.086
11 H -1.17 0.35 -1.60  C3 1.110
12 H -1.11 1.68 -0.59  C3 1.070
13 H -0.77 -0.81 0.83  C4 1.085
14 H -0.17 0.72 1.51  C4 1.066
15 H 1.19 -0.84 -0.85  C5 1.093
16 H 1.52 0.81 -0.50  C5 1.085
17 H 1.41 -0.99 1.76  N6 1.012
18 H 2.72 -1.19 0.90  N6 1.026
19 O 4.48 0.97 0.58  H20 0.967, H21 0.985
20 H 4.99 1.26 1.35  O19 0.967
21 H 3.58 0.66 0.84  O19 0.985

The LUMO energy comes out at 1.00 eV. The calculation puts the energy above the lowest of the compared OMol25 structures with the same formula, charge and spin at 2.564 eV. For the gap between HOMO and LUMO, the calculation gives 0.3707 Ha. The largest force on an atom is 5.51 eV/A.

(2)
Density functional theory data (wB97M-V/def2-TZVPD) for 2 unconnected molecules or ions with the total composition C4H14N2O.

Each atom is followed by the atoms it is bonded to, with distances in Å.
Cartesian coordinates (Å):
1 C 0.18 0.97 -1.71  C2 1.538, H7 1.049, H8 1.107, H9 1.002
2 C -0.84 -0.03 -1.14  C1 1.538, C3 1.532, H10 1.206, H11 1.164
3 C -1.38 0.47 0.21  C2 1.532, N4 1.521, H12 1.045, H13 1.269
4 N -0.61 -0.16 1.36  C3 1.521, C5 1.396, H14 0.989
5 C 0.50 0.46 1.92  N4 1.396, N6 1.529, H15 1.163, H16 1.137
6 N 0.91 -0.33 3.17  C5 1.529, H17 1.043, H18 1.031
7 H -0.18 1.84 -2.16  C1 1.049
8 H 0.62 1.27 -0.74  C1 1.107
9 H 0.69 0.52 -2.44  C1 1.002
10 H -0.32 -1.11 -0.97  C2 1.206
11 H -1.83 -0.11 -1.74  C2 1.164
12 H -1.78 1.43 0.31  C3 1.045
13 H -2.53 -0.05 0.34  C3 1.269
14 H -1.32 -0.25 2.04  N4 0.989
15 H 0.29 1.56 2.24  C5 1.163
16 H 1.36 0.42 1.17  C5 1.137
17 H 1.45 0.30 3.80  N6 1.043
18 H 1.69 -0.94 2.88  N6 1.031
19 O 0.96 -2.40 -3.00  H20 0.985, H21 0.993
20 H 1.17 -2.30 -2.05  O19 0.985
21 H 1.01 -1.54 -3.50  O19 0.993

The LUMO energy comes out at 0.82 eV. The calculation puts the energy above the lowest of the compared OMol25 structures with the same formula, charge and spin at 3.344 eV. For the gap between HOMO and LUMO, the calculation gives 0.3607 Ha. The largest force on an atom is 5.78 eV/A.

(3)
Density functional theory data (wB97M-V/def2-TZVPD) for 2 unconnected molecules or ions with the total composition C4H14N2O.

Each atom is followed by the atoms it is bonded to, with distances in Å.
Cartesian coordinates (Å):
1 C 2.44 -1.39 -0.41  N2 1.458, H7 1.087, H8 1.094, H9 1.085
2 N 1.27 -0.94 -1.17  C1 1.458, C3 1.470, H10 1.011
3 C 0.17 -0.26 -0.46  N2 1.470, C4 1.533, C5 1.534, H11 1.094
4 C -0.69 -1.24 0.35  C3 1.533, H12 1.091, H13 1.088, H14 1.088
5 C 0.72 0.80 0.50  C3 1.534, N6 1.495, H15 1.091, H16 1.091
6 N -0.30 1.85 0.82  C5 1.495, H17 1.015, H18 1.016
7 H 2.53 -0.97 0.59  C1 1.087
8 H 2.49 -2.47 -0.29  C1 1.094
9 H 3.35 -1.14 -0.94  C1 1.085
10 H 0.84 -1.73 -1.63  N2 1.011
11 H -0.40 0.28 -1.22  C3 1.094
12 H -1.48 -0.65 0.83  C4 1.091
13 H -0.08 -1.69 1.13  C4 1.088
14 H -1.19 -1.96 -0.28  C4 1.088
15 H 1.09 0.31 1.40  C5 1.091
16 H 1.58 1.30 0.06  C5 1.091
17 H 0.13 2.75 0.63  N6 1.015
18 H -0.42 1.88 1.83  N6 1.016
19 O -3.08 1.05 0.21  H20 0.964, H21 0.975
20 H -3.54 1.25 -0.62  O19 0.964
21 H -2.19 1.43 0.10  O19 0.975

The LUMO energy comes out at 0.90 eV. The calculation puts the energy above the lowest of the compared OMol25 structures with the same formula, charge and spin at 1.265 eV. For the gap between HOMO and LUMO, the calculation gives 0.3471 Ha. The largest force on an atom is 1.11 eV/A.

(4)
Density functional theory data (wB97M-V/def2-TZVPD) for 2 unconnected molecules or ions with the total composition C4H14N2O.

Each atom is followed by the atoms it is bonded to, with distances in Å.
Cartesian coordinates (Å):
1 N -2.79 -0.41 -1.72  C2 1.484, H7 1.013, H8 1.009
2 C -1.37 -0.33 -1.31  N1 1.484, C3 1.554, H9 1.086, H10 1.111
3 C -1.19 0.23 0.12  C2 1.554, C4 1.502, H11 1.092, H12 1.109
4 C 0.15 -0.15 0.68  C3 1.502, C5 1.536, H13 1.106, H14 1.091
5 C 0.63 0.79 1.79  C4 1.536, N6 1.457, H15 1.110, H16 1.100
6 N 1.98 1.30 1.61  C5 1.457, H17 1.022, H18 1.014
7 H -3.16 0.52 -1.89  N1 1.013
8 H -3.29 -0.84 -0.96  N1 1.009
9 H -0.61 0.15 -1.93  C2 1.086
10 H -1.11 -1.41 -1.27  C2 1.111
11 H -1.54 1.26 0.15  C3 1.092
12 H -2.00 -0.23 0.72  C3 1.109
13 H 0.94 -0.11 -0.09  C4 1.106
14 H 0.15 -1.22 0.90  C4 1.091
15 H -0.21 1.46 2.06  C5 1.110
16 H 0.76 0.20 2.71  C5 1.100
17 H 2.00 1.82 0.73  N6 1.022
18 H 2.22 2.00 2.31  N6 1.014
19 O 2.53 -1.52 -1.76  H20 0.952, H21 0.966
20 H 2.75 -1.31 -0.86  O19 0.952
21 H 3.15 -2.21 -2.00  O19 0.966

The LUMO energy comes out at 0.93 eV. The calculation puts the energy above the lowest of the compared OMol25 structures with the same formula, charge and spin at 1.653 eV. For the gap between HOMO and LUMO, the calculation gives 0.3645 Ha. The largest force on an atom is 2.68 eV/A.

(5)
Density functional theory data (wB97M-V/def2-TZVPD) for 2 unconnected molecules or ions with the total composition C4H14N2O.

Each atom is followed by the atoms it is bonded to, with distances in Å.
Cartesian coordinates (Å):
1 C -1.14 -1.68 -0.05  C2 1.571, N6 1.545, H7 1.075, H8 1.077
2 C 0.05 -0.67 -0.28  C1 1.571, C3 1.478, H9 1.108, H10 1.091
3 C 0.21 0.32 0.81  C2 1.478, C4 1.325, N5 1.550
4 C -0.44 0.40 1.96  C3 1.325, H11 1.088, H12 1.089
5 N 1.53 1.13 0.83  C3 1.550, H13 1.022, H14 1.043, H15 1.020
6 N -1.76 -2.27 -1.33  C1 1.545, H16 1.023, H17 1.023, H18 1.021
7 H -1.94 -1.31 0.57  C1 1.075
8 H -0.70 -2.56 0.39  C1 1.077
9 H -0.20 -0.23 -1.26  C2 1.108
10 H 0.96 -1.27 -0.34  C2 1.091
11 H -0.20 0.97 2.86  C4 1.088
12 H -1.42 -0.06 2.07  C4 1.089
13 H 2.45 0.68 0.77  N5 1.022
14 H 1.37 1.81 0.06  N5 1.043
15 H 1.55 1.64 1.71  N5 1.020
16 H -2.08 -3.24 -1.28  N6 1.023
17 H -1.02 -2.27 -2.03  N6 1.023
18 H -2.56 -1.68 -1.58  N6 1.021
19 H 1.05 3.61 -1.39  O21 0.962
20 H 2.46 3.39 -1.60  O21 0.966
21 O 1.82 3.30 -0.89  H19 0.962, H20 0.966

The LUMO energy comes out at -6.72 eV. The calculation puts the energy above the lowest of the compared OMol25 structures with the same formula, charge and spin at 1.055 eV. Its net charge is +2. For the gap between HOMO and LUMO, the calculation gives 0.4329 Ha. The largest force on an atom is 3.12 eV/A.

(6)
Density functional theory data (wB97M-V/def2-TZVPD) for 3 unconnected molecules or ions with the total composition C4H14N2O2.

Each atom is followed by the atoms it is bonded to, with distances in Å.
Cartesian coordinates (Å):
1 C 0.20 -2.24 -0.78  C2 1.538, N6 1.458, H7 1.095, H8 1.097
2 C -0.23 -1.29 0.34  C1 1.538, C3 1.542, H9 1.087, H10 1.087
3 C -1.59 -0.65 -0.03  C2 1.542, N5 1.446, H11 1.094, H12 1.093
4 C -2.00 1.34 1.14  N5 1.249, H13 1.097, H14 1.111
5 N -2.18 0.10 1.05  C3 1.446, C4 1.249
6 N 0.77 -1.43 -1.85  C1 1.458, H15 1.013, H16 1.015
7 H -0.69 -2.67 -1.26  C1 1.095
8 H 0.77 -3.06 -0.33  C1 1.097
9 H -0.32 -1.73 1.34  C2 1.087
10 H 0.48 -0.47 0.32  C2 1.087
11 H -2.31 -1.46 -0.21  C3 1.094
12 H -1.43 -0.11 -0.96  C3 1.093
13 H -2.45 2.09 1.79  C4 1.097
14 H -1.35 1.98 0.52  C4 1.111
15 H 1.27 -1.96 -2.55  N6 1.013
16 H 1.43 -0.73 -1.54  N6 1.015
17 H 1.46 1.91 -0.31  O19 0.962
18 H 1.90 2.85 -1.36  O19 0.969
19 O 2.22 2.46 -0.53  H17 0.962, H18 0.969
20 H 0.75 2.13 1.67  O22 0.981
21 H 2.05 1.63 1.99  O22 0.979
22 O 1.25 1.30 1.53  H20 0.981, H21 0.979

The LUMO energy (alpha / beta) comes out at 3.55 / 3.51 eV. As for the expectation value of S²: 0.7506. The calculation puts the energy above the lowest of the compared OMol25 structures with the same formula, charge and spin at 1.343 eV. As for the multiplicity: 2. Its net charge is -1. For the gap between HOMO and LUMO (alpha / beta), the calculation gives 0.1025 / 0.3519 Ha. The largest force on an atom is 2.42 eV/A.

(7)
Density functional theory data (wB97M-V/def2-TZVPD) for 2 unconnected molecules or ions with the total composition C4H14N2O2.

Each atom is followed by the atoms it is bonded to, with distances in Å.
Cartesian coordinates (Å):
1 C 0.72 -0.73 1.41  C2 1.565, H8 1.108, H9 1.139, H10 1.125
2 C 0.00 -0.14 0.15  C1 1.565, C3 1.499, N5 1.470, H11 1.115
3 C -0.17 -1.05 -1.03  C2 1.499, O4 1.400, H12 1.138, H13 1.072
4 O -1.49 -0.95 -1.49  C3 1.400, H14 1.008
5 N 0.54 1.14 -0.32  C2 1.470, C6 1.454, H15 1.066
6 C -0.06 2.34 0.24  N5 1.454, N7 1.515, H16 1.009, H17 1.172
7 N 0.03 3.44 -0.79  C6 1.515, H18 1.054, H19 0.964
8 H 0.51 -0.23 2.37  C1 1.108
9 H 1.81 -0.98 1.21  C1 1.139
10 H 0.23 -1.72 1.65  C1 1.125
11 H -1.02 0.14 0.48  C2 1.115
12 H 0.66 -0.67 -1.71  C3 1.138
13 H 0.02 -2.07 -0.78  C3 1.072
14 H -1.55 -0.29 -2.24  O4 1.008
15 H 1.60 1.10 -0.18  N5 1.066
16 H 0.43 2.53 1.10  C6 1.009
17 H -1.22 2.23 0.40  C6 1.172
18 H 0.89 4.05 -0.77  N7 1.054
19 H -0.29 3.26 -1.68  N7 0.964
20 O -0.41 -3.76 0.31  H21 1.034, H22 0.975
21 H -1.27 -3.31 0.68  O20 1.034
22 H 0.03 -4.33 0.97  O20 0.975

The LUMO energy comes out at 0.72 eV. The calculation puts the energy above the lowest of the compared OMol25 structures with the same formula, charge and spin at 2.476 eV. For the gap between HOMO and LUMO, the calculation gives 0.3365 Ha. The largest force on an atom is 5.61 eV/A.

(8)
Density functional theory data (wB97M-V/def2-TZVPD) for 2 unconnected molecules or ions with the total composition C4H14N2O2.

Each atom is followed by the atoms it is bonded to, with distances in Å.
Cartesian coordinates (Å):
1 C 0.26 -1.61 -1.34  N2 1.514, H8 1.017, H9 1.143, H10 1.091
2 N -0.63 -1.68 -0.11  C1 1.514, C3 1.508, H11 0.960
3 C -1.39 -0.44 0.28  N2 1.508, C4 1.565, H12 1.134, H13 1.099
4 C -0.49 0.80 0.62  C3 1.565, N5 1.467, C6 1.611, H14 1.033
5 N -1.37 1.74 1.32  C4 1.467, H15 0.950, H16 1.024
6 C 0.21 1.65 -0.55  C4 1.611, O7 1.376, H17 1.038, H18 1.167
7 O 0.88 2.82 -0.29  C6 1.376, H19 1.073
8 H 0.74 -0.72 -1.40  C1 1.017
9 H -0.42 -1.78 -2.25  C1 1.143
10 H 0.91 -2.48 -1.21  C1 1.091
11 H -1.19 -2.45 -0.19  N2 0.960
12 H -2.11 -0.14 -0.54  C3 1.134
13 H -2.14 -0.62 1.07  C3 1.099
14 H 0.20 0.57 1.36  C4 1.033
15 H -1.18 2.65 1.11  N5 0.950
16 H -1.29 1.57 2.33  N5 1.024
17 H 0.84 0.97 -1.02  C6 1.038
18 H -0.49 2.21 -1.30  C6 1.167
19 H 1.28 2.84 0.71  O7 1.073
20 O 2.76 -2.11 0.75  H21 0.995, H22 0.928
21 H 2.57 -2.27 -0.21  O20 0.995
22 H 2.06 -1.51 0.87  O20 0.928

The LUMO energy comes out at 0.69 eV. The calculation puts the energy above the lowest of the compared OMol25 structures with the same formula, charge and spin at 3.187 eV. For the gap between HOMO and LUMO, the calculation gives 0.3529 Ha. The largest force on an atom is 6.43 eV/A.

(9)
Density functional theory data (wB97M-V/def2-TZVPD) for 2 unconnected molecules or ions with the total composition C4H14N2O2.

Each atom is followed by the atoms it is bonded to, with distances in Å.
Cartesian coordinates (Å):
1 C 0.04 0.71 1.31  C2 1.520, H8 1.092, H9 1.087, H10 1.093
2 C 0.07 0.46 -0.19  C1 1.520, C3 1.546, N5 1.462, H11 1.076
3 C 1.11 1.27 -0.99  C2 1.546, O4 1.428, H12 1.087, H13 1.082
4 O 2.16 1.83 -0.20  C3 1.428, H14 0.962
5 N -1.23 0.65 -0.84  C2 1.462, C6 1.466, H15 1.013
6 C -2.23 -0.39 -0.62  N5 1.466, N7 1.460, H16 1.093, H17 1.093
7 N -1.70 -1.71 -0.96  C6 1.460, H18 1.004, H19 1.012
8 H -0.69 0.08 1.81  C1 1.092
9 H -0.12 1.75 1.58  C1 1.087
10 H 0.98 0.33 1.72  C1 1.093
11 H 0.35 -0.57 -0.34  C2 1.076
12 H 1.58 0.66 -1.76  C3 1.087
13 H 0.63 2.14 -1.43  C3 1.082
14 H 2.64 1.13 0.25  O4 0.962
15 H -1.60 1.54 -0.54  N5 1.013
16 H -3.05 -0.12 -1.31  C6 1.093
17 H -2.59 -0.41 0.41  C6 1.093
18 H -2.40 -2.30 -1.36  N7 1.004
19 H -0.93 -1.58 -1.61  N7 1.012
20 O 2.66 -2.00 1.61  H21 0.965, H22 0.974
21 H 2.50 -1.06 1.76  O20 0.965
22 H 1.79 -2.43 1.68  O20 0.974

The LUMO energy comes out at 0.65 eV. The calculation puts the energy above the lowest of the compared OMol25 structures with the same formula, charge and spin at 1.259 eV. For the gap between HOMO and LUMO, the calculation gives 0.3551 Ha. The largest force on an atom is 1.00 eV/A.

(10)
Density functional theory data (wB97M-V/def2-TZVPD) for 3 unconnected molecules or ions with the total composition C4H14N2O2.

Each atom is followed by the atoms it is bonded to, with distances in Å.
Cartesian coordinates (Å):
1 C -1.59 1.65 2.44  N2 1.250, H7 1.110, H8 1.209
2 N -1.45 0.72 1.63  C1 1.250, C3 1.484
3 C -1.00 0.91 0.23  N2 1.484, C4 1.513, H9 1.135, H10 1.045
4 C 0.45 0.48 0.29  C3 1.513, C5 1.630, H11 1.178, H12 1.046
5 C 1.46 0.87 -0.93  C4 1.630, N6 1.490, H13 1.155, H14 1.117
6 N 0.66 0.87 -2.19  C5 1.490, H15 1.037, H16 1.025
7 H -1.71 1.84 3.53  C1 1.110
8 H -1.24 2.76 2.12  C1 1.209
9 H -1.57 0.24 -0.49  C3 1.135
10 H -1.04 1.81 -0.30  C3 1.045
11 H 0.54 -0.69 0.40  C4 1.178
12 H 0.98 0.66 1.17  C4 1.046
13 H 2.27 0.05 -0.95  C5 1.155
14 H 1.72 1.91 -0.61  C5 1.117
15 H 1.25 0.46 -2.94  N6 1.037
16 H 0.33 1.78 -2.52  N6 1.025
17 O 1.97 -3.05 -1.87  H18 0.975, H19 0.957
18 H 1.43 -3.23 -2.66  O17 0.975
19 H 1.46 -2.61 -1.19  O17 0.957
20 O -1.36 -2.45 1.61  H21 0.882, H22 0.915
21 H -1.85 -1.71 1.66  O20 0.882
22 H -1.72 -3.29 1.58  O20 0.915

The LUMO energy comes out at 0.88 eV. The calculation puts the energy above the lowest of the compared OMol25 structures with the same formula, charge and spin at 3.495 eV. For the gap between HOMO and LUMO, the calculation gives 0.3679 Ha. The largest force on an atom is 5.97 eV/A.

| no. | molecular weight (g mol⁻¹) |
| --- | --- |
| 1 | 106.169 |
| 2 | 106.169 |
| 3 | 106.169 |
| 4 | 106.169 |
| 5 | 106.169 |
| 6 | 122.168 |
| 7 | 122.168 |
| 8 | 122.168 |
| 9 | 122.168 |
| 10 | 122.168 |